# 1
117
Properties=species:S:1:pos:R:3:lowdin_spin:R:1 method="wB97M-V/def2-TZVPD" e_tot_ha=-4092.99703 s2=8.84 homo_lumo_gap_ev="4.27 / 6.37" total_charge=+1 spin_multiplicity=6 e_homo_ev="-6.6 / -9.0"
Ru 0.862 -0.618 -2.906 1.447
O 3.675 -0.975 -9.828 0.113
N 2.570 -0.880 -9.261 0.087
O 1.453 -1.105 -9.867 0.094
C 2.555 -0.580 -7.878 0.092
C 3.774 -0.240 -7.316 0.191
C 3.817 0.036 -5.888 0.042
C 5.033 0.425 -5.254 0.097
C 4.994 0.759 -3.897 -0.001
C 3.781 0.557 -3.205 0.116
N 2.670 0.048 -3.798 -0.020
C 2.664 -0.251 -5.123 0.053
C 1.420 -0.550 -5.744 0.004
N 0.342 -0.690 -4.892 0.052
C -0.863 -1.032 -5.445 0.095
C -1.048 -1.019 -6.816 0.014
C 0.000 -0.808 -7.669 0.082
C 1.313 -0.662 -7.168 0.003
H 4.636 -0.076 -8.038 0.011
H 5.940 0.552 -5.867 0.003
H 5.867 1.168 -3.358 -0.003
H 3.680 0.762 -2.117 0.007
H -1.736 -1.228 -4.843 0.007
H -2.082 -0.957 -7.180 -0.001
H -0.152 -0.873 -8.702 0.007
N 0.044 -0.534 -1.360 0.173
S -1.259 -1.031 -0.584 0.150
N -1.495 -0.454 0.842 0.105
S -1.552 0.103 2.296 0.280
N -0.313 0.796 2.985 0.204
S 0.800 2.001 3.209 0.278
N 2.017 2.276 2.169 0.053
C 1.497 1.695 4.816 0.025
C 0.810 0.982 5.820 0.014
C 1.209 1.156 7.139 0.001
C 2.377 1.842 7.428 0.012
C 3.192 2.290 6.361 0.001
C 2.724 2.294 5.069 0.015
C -0.091 3.529 3.407 0.009
C -0.808 3.856 4.554 0.020
C -1.632 5.033 4.568 -0.005
C -1.940 5.679 3.308 0.026
C -1.196 5.353 2.183 -0.001
C -0.238 4.318 2.265 0.025
C -1.922 -1.337 3.285 0.059
C -3.100 -2.018 2.927 0.075
C -3.365 -3.250 3.630 -0.003
C -2.594 -3.667 4.697 0.063
C -1.544 -2.915 5.158 0.001
C -1.142 -1.877 4.342 0.051
C -3.040 1.137 2.325 0.019
C -3.777 1.165 3.532 0.016
C -4.883 1.965 3.634 0.002
C -5.265 2.722 2.576 0.009
C -4.608 2.693 1.374 0.003
C -3.424 1.897 1.216 0.012
C -1.198 -2.746 -0.697 0.018
C -1.219 -3.322 -2.009 0.013
C -1.190 -4.692 -2.202 0.000
C -1.400 -5.580 -1.145 0.011
C -1.345 -5.032 0.152 -0.002
C -1.118 -3.668 0.375 0.010
C -2.616 -0.491 -1.571 0.036
C -2.550 0.688 -2.318 0.018
C -3.491 1.116 -3.280 0.001
C -4.706 0.401 -3.232 0.010
C -4.905 -0.733 -2.447 0.002
C -3.862 -1.173 -1.545 0.016
H 0.008 0.338 5.549 0.001
H 0.588 0.823 8.009 0.000
H 2.686 1.996 8.458 0.001
H 4.194 2.755 6.476 0.000
H 3.347 2.749 4.269 0.002
H -0.786 3.249 5.488 0.001
H -2.039 5.435 5.478 -0.001
H -2.742 6.420 3.273 0.002
H -1.221 5.900 1.243 -0.001
H 0.355 3.999 1.382 0.002
H -3.708 -1.696 2.074 0.004
H -4.266 -3.722 3.309 -0.002
H -2.828 -4.593 5.158 0.005
H -1.054 -3.130 6.069 -0.001
H -0.187 -1.399 4.627 0.003
H -3.577 0.491 4.340 0.003
H -5.388 2.024 4.603 0.000
H -6.202 3.257 2.645 0.001
H -4.933 3.288 0.534 0.000
H -2.816 1.819 0.297 0.000
H -1.200 -2.687 -2.875 0.001
H -1.139 -4.971 -3.253 0.000
H -1.283 -6.663 -1.322 0.001
H -1.396 -5.711 0.971 0.000
H -0.889 -3.357 1.374 0.001
H -1.659 1.383 -2.218 0.008
H -3.360 1.971 -3.952 0.000
H -5.570 0.769 -3.784 0.001
H -5.857 -1.266 -2.465 0.000
H -3.969 -2.079 -1.002 0.001
C 4.477 2.998 0.606 0.015
O 3.747 1.769 0.761 0.080
C 3.021 1.479 1.890 0.303
C 3.349 0.167 2.547 0.041
H 5.107 3.160 1.475 0.002
H 3.826 3.850 0.396 0.000
H 5.120 2.703 -0.231 0.000
H 3.535 -0.612 1.804 0.008
H 2.529 -0.106 3.200 0.000
H 4.252 0.316 3.165 0.016
N 3.383 -3.894 -1.806 0.001
C 3.531 -3.093 -0.650 0.006
C 2.678 -2.023 -0.784 0.009
N 2.103 -2.112 -2.097 0.061
C 2.538 -3.260 -2.624 0.006
H 3.593 -4.876 -1.957 0.001
H 4.277 -3.266 0.137 0.001
H 2.530 -1.209 -0.144 0.001
H 2.245 -3.612 -3.634 0.001



# 2
13
Properties=species:S:1:pos:R:3:nbo_charge:R:1 method="wB97M-V/def2-TZVPD" smiles="C=NS/C(C)=N/S" e_tot_ha=-1023.66188 homo_lumo_gap_ev=9.02 e_homo_ev=-8.6
C -1.511 0.029 1.577 -0.712
C -0.406 -0.160 0.548 0.111
C 2.169 -0.487 -1.137 -0.065
H -1.394 -0.959 2.320 0.247
H -1.321 1.058 1.980 0.254
H -2.624 0.072 0.987 0.248
H 1.370 -0.057 -1.677 0.208
H 3.224 -0.480 -1.679 0.166
H -0.793 1.375 -2.316 0.166
N 2.241 -1.173 -0.002 -0.594
N -0.286 0.538 -0.512 -0.604
S 1.024 -1.234 1.079 0.490
S -1.693 1.478 -1.167 0.086



# 3
13
Properties=species:S:1:pos:R:3:nbo_charge:R:1 method="wB97M-V/def2-TZVPD" e_tot_ha=-713.23252 homo_lumo_gap_ev=8.93 total_charge=+1 e_homo_ev=-14.0
C -1.226 0.474 0.021 0.271
N -0.413 -0.403 -0.371 -0.366
N -2.558 0.217 0.056 -0.758
N 1.530 -1.644 -0.599 -0.525
N 1.894 0.545 0.364 -0.293
N 1.380 -0.464 -0.041 0.310
S -0.937 2.103 0.677 0.101
H -2.877 -0.694 -0.096 0.423
H -3.109 0.903 0.624 0.431
H 0.712 -1.937 -1.128 0.459
H 2.405 -1.978 -0.808 0.411
H 0.270 2.309 0.615 0.138
H 2.931 0.570 0.686 0.398



Energy above the lowest of the compared OMol25 structures with the same formula, charge and spin values, unit eV, following the record order: 3.983 3.838 2.153.